Entry from the Open Molecules 2025 dataset: a cluster of 2 separate species, C3H9O3P in total in a non-equilibrium geometry (the ωB97M-V functional and the def2-TZVPD basis).

Orbital gap   10.066 eV
Total charge   0
DFT total energy   -18686.8218 eV

Last column: natural (NBO) charge in e.
Atoms and positions in Å:
C 0.2019 -1.4449 1.8008  -0.26
C 1.5395 1.4153 -1.4153  -1.04
C -1.7296 -0.1682 0.9607  0.34
O -0.1649 -1.0130 -1.4169  -1.15
O -0.8936 -0.4284 1.8933  -0.45
O -0.8354 1.1314 -0.2447  -1.08
P -0.0021 0.5251 -1.4454  1.99
H 0.8739 -1.4180 2.6079  0.21
H 0.6806 -1.4078 0.8348  0.24
H -0.4234 -2.4971 1.7443  0.19
H 1.2493 2.4838 -1.5583  0.26
H 1.8079 1.2600 -0.3769  0.24
H 2.3639 0.9997 -2.0618  0.25
H -2.5017 0.4488 1.2084  0.19
H -1.6332 -0.7992 0.0780  0.24
H -0.5331 0.9124 -2.6090  -0.17